A cluster of 2 separate species, C3H11N2O in total, computed with ωB97M-V/def2-TZVPD.

molecular weight	91.1	g/mol
E_HOMO	-14.713	eV
energy relative to the best compared isomer or geometry (same formula, charge and spin)	2.014	eV
net charge	+1
Kohn-Sham gap	11.2	eV
E_tot	-305.37872	a.u.

CARTESIAN COORDINATES (ANGSTROEM)
C (1.7854, -0.2418, 0.8463)
C (0.5831, -1.0765, 1.1459)
N (-0.6167, -0.2805, 0.5748)
C (-1.7501, -0.6607, 0.0591)
N (-2.4898, 0.2071, -0.6322)
H (1.7059, -0.1184, -0.2639)
H (2.8450, -0.7736, 0.9445)
H (1.7559, 0.7897, 1.2646)
H (0.5756, -0.9800, 2.2502)
H (0.3742, -2.1837, 0.7552)
H (-0.3323, 0.6753, 0.5692)
H (-1.9635, -1.6006, -0.2240)
H (-2.0739, 1.1478, -0.6598)
H (-3.2667, -0.0458, -1.2411)
H (1.4134, 2.1962, -1.3642)
H (0.7494, 1.4125, -2.4655)
O (0.7051, 1.5331, -1.5590)